No. 1
60
Properties=species:S:1:pos:R:3 method="wB97M-V/def2-TZVPD" total_charge=-2 homo_energy_ha=0.025 e_lumo_ev=3.38 orbital_gap_ev=2.7
C 2.2774 -2.4028 0.5244
C 3.5155 -1.7605 -0.1941
C 3.7178 -0.2307 0.1449
F 4.9193 0.1394 -0.5379
C 2.5147 0.6755 -0.2319
C 1.7909 0.2523 -1.5436
B 2.7525 0.2877 -2.8550
N 2.5054 -0.7345 -3.8967
O 3.7836 1.2154 -3.0198
N 0.6145 1.0406 -1.9371
C 0.0936 2.0346 -1.0246
O -1.3256 1.8833 -0.8786
C -1.6353 0.6284 -0.2191
C -3.2027 0.4513 -0.2767
C -3.6298 0.5326 -1.7994
C -3.6135 -0.9009 0.4227
C -5.1994 -0.8906 0.5124
C -3.0758 -2.1573 -0.3402
C 0.6994 2.1149 0.3975
N 1.4807 0.8857 0.8261
P 2.0349 1.2751 2.4660
O 1.0288 2.2259 3.2413
O 3.4701 2.1291 2.3388
S 2.2291 -0.3144 3.4670
H 1.2867 -2.0359 0.1810
H 2.2986 -3.4965 0.2710
H 2.3306 -2.3647 1.6354
H 3.5567 -1.9672 -1.2871
H 4.4207 -2.2562 0.2439
H 4.0075 -0.2266 1.2153
H 2.9464 1.6912 -0.4371
H 1.4494 -0.8202 -1.4898
H 2.1256 -0.3221 -4.7499
H 1.7820 -1.3786 -3.5739
H 3.9197 1.2642 -3.9815
H -0.0789 0.5298 -2.4648
H 0.2142 3.0447 -1.5029
H -1.3927 0.6245 0.8836
H -1.2136 -0.2774 -0.7163
H -3.6383 1.3159 0.2802
H -4.2943 -0.3383 -2.0152
H -2.7518 0.4606 -2.4813
H -4.1976 1.4754 -1.9555
H -3.2466 -0.9678 1.4921
H -5.5254 -0.6355 1.5498
H -5.6674 -0.1851 -0.2144
H -5.5933 -1.9196 0.3036
H -1.9674 -2.1818 -0.2004
H -3.2693 -2.1158 -1.4494
H -3.5561 -3.0827 0.0416
H 1.4003 2.9790 0.5281
H -0.1461 2.3222 1.0989
H 0.8502 0.0582 0.8928
H 0.2307 1.5250 3.5373
H 3.2973 3.0534 2.5908
O -0.5717 0.8492 2.9131
P -1.4833 -0.4525 3.2545
O -1.4217 -0.7230 4.7662
O -0.9076 -1.6581 2.4515
O -2.9399 -0.1679 2.8026

---

No. 2
51
Properties=species:S:1:pos:R:3 method="wB97M-V/def2-TZVPD" total_charge=-1 homo_energy_ha="-0.032 / -0.018" e_lumo_ev="2.75 / 2.75" orbital_gap_ev="3.6 / 3.2"
La 0.4288 0.1090 0.6208
Cl 1.5706 -2.2377 0.6439
Cl -2.0274 -0.6671 0.9706
H 0.2332 2.7728 1.9679
H 0.3536 2.3217 2.5837
P 0.1653 -0.1100 -2.4534
C 1.7298 -0.6720 -3.2803
C -1.1302 -0.9245 -3.4906
C 0.0824 1.6905 -2.8741
C 2.3528 -1.8263 -2.4943
H 2.3693 0.2143 -3.1358
C 1.7209 -1.0360 -4.7758
H 1.2636 -2.0167 -4.9590
H 2.7685 -1.1137 -5.0951
H 1.2483 -0.2761 -5.4050
H 2.4943 -1.5885 -1.4321
H 3.3423 -2.0914 -2.8930
H 1.7432 -2.7368 -2.5194
H 1.0656 2.0539 -2.5228
C -1.0114 2.4013 -2.0504
C 0.0276 2.0765 -4.3822
H 1.0614 2.1749 -4.7730
H -0.4690 3.0599 -4.4962
H -0.5440 1.3528 -4.9940
H -0.8441 2.3608 -0.9535
H -2.0107 1.9985 -2.2683
H -1.0336 3.4660 -2.3302
C -1.1854 -2.4437 -3.1954
H -0.8076 -0.7767 -4.5417
C -2.5379 -0.3189 -3.3070
H -0.2389 -2.9580 -3.4192
H -1.9910 -2.8807 -3.8084
H -1.4519 -2.6239 -2.1439
H -2.8114 -0.2925 -2.2433
H -3.2566 -0.9813 -3.8098
H -2.6097 0.6831 -3.7479
S 0.9221 0.1321 3.3305
C 0.3591 0.0050 4.9451
N -0.9111 0.2467 5.3244
C -1.3438 -0.0662 6.7070
C -0.3441 0.5616 7.6504
C 1.0520 0.0712 7.3692
N 1.2173 -0.3260 5.9478
H -1.5955 0.3945 4.5976
H -1.3966 -1.1557 6.8698
H -2.3141 0.3906 6.8753
H -0.6072 0.4196 8.7009
H -0.3477 1.6389 7.4818
H 1.3275 -0.7859 7.9895
H 1.7669 0.8758 7.5877
H 2.1546 -0.5657 5.6311

---

No. 3
53
Properties=species:S:1:pos:R:3 method="wB97M-V/def2-TZVPD" total_charge=+2 homo_energy_ha="-0.518 / -0.518" e_lumo_ev="-5.08 / -5.41" orbital_gap_ev="9.0 / 8.7" multiplicity=2
Mn -0.5533 -0.0219 -0.1434
N -0.8427 -2.0476 -0.4444
C 0.4683 -2.5660 -0.9216
C 1.5132 -2.1475 0.0876
N 1.3000 -0.7209 0.4770
C 1.4104 -0.5512 1.9447
C 0.1228 -1.0486 2.5584
N -0.9976 -0.3181 1.9246
H -1.1238 -2.5552 0.3904
H -1.5556 -2.2504 -1.1418
H 0.6632 -2.1067 -1.8837
H 0.4670 -3.6484 -1.0580
H 2.5180 -2.3076 -0.3029
H 1.4308 -2.7574 0.9870
H 2.0001 -0.1413 0.0232
H 1.5531 0.5083 2.1575
H 2.2738 -1.0816 2.3521
H 0.1382 -0.9312 3.6427
H -0.0122 -2.1128 2.3630
H -1.0861 0.5850 2.3764
H -1.8737 -0.7934 2.1257
C -1.9922 2.6996 1.9897
C -0.5803 3.1829 1.6218
S 0.3634 2.2032 0.3966
C -0.0090 3.0663 -1.1439
C -1.4997 3.2110 -1.3775
S -2.3835 1.6202 -1.2767
C -4.0516 2.2053 -0.8230
C -4.3722 2.4723 0.6379
S -3.3772 3.7406 1.4644
H -2.0523 2.5936 3.0748
H -2.1877 1.7370 1.5308
H 0.0610 3.1977 2.5029
H -0.5885 4.2038 1.2378
H 0.4716 2.4603 -1.9072
H 0.4725 4.0446 -1.1399
H -1.6785 3.6455 -2.3617
H -1.9478 3.8648 -0.6315
H -4.7249 1.4435 -1.2186
H -4.2050 3.1075 -1.4160
H -4.3384 1.5571 1.2304
H -5.4000 2.8361 0.6904
C 1.3229 -0.2731 -5.2593
N 0.1952 0.3388 -4.5434
C -0.8421 1.0294 -5.3235
C 0.0693 0.2151 -3.2576
N -0.0369 0.1207 -2.1053
H 1.8226 0.4889 -5.8551
H 0.9584 -1.0655 -5.9118
H 2.0293 -0.6849 -4.5435
H -0.3981 1.8764 -5.8445
H -1.6246 1.3778 -4.6535
H -1.2708 0.3390 -6.0487

---

No. 4
62
Properties=species:S:1:pos:R:3 method="wB97M-V/def2-TZVPD" total_charge=-1 homo_energy_ha=-0.224 e_lumo_ev=2.32 orbital_gap_ev=8.4
N 2.5317 0.7345 0.0140
P 2.3654 -0.3515 -1.0641
O 1.9139 -1.7959 -0.4806
O 3.7314 -0.8089 -1.7796
S 1.0238 0.0917 -2.7371
O 0.2399 -1.1077 -2.9488
O 1.9459 0.4849 -3.7763
N 0.1902 1.3387 -2.2800
S -0.9899 1.2666 -1.1895
O -1.4494 2.6316 -1.0523
O -0.5853 0.5888 0.0304
C -2.4171 0.3591 -1.8280
C -3.0063 -0.6917 -0.8701
C -2.1173 -1.9173 -0.5749
C -2.7578 -3.2789 -0.9079
C -2.1049 -3.9716 -2.0982
N -2.5309 -3.3030 -3.3334
H 1.9056 1.5210 -0.1036
H 1.4375 -1.6164 0.3432
H 3.9124 -1.7438 -1.6318
H -2.2099 -0.0491 -2.8164
H -3.1475 1.1607 -1.9510
H -3.9359 -1.0500 -1.3232
H -3.2717 -0.1866 0.0612
H -1.1928 -1.8104 -1.1280
H -1.8425 -1.9118 0.4811
H -3.8237 -3.1686 -1.1432
H -2.6941 -3.9364 -0.0362
H -1.0188 -3.8899 -2.0190
H -2.3614 -5.0423 -2.0945
H -3.5374 -3.3962 -3.4209
H -2.1331 -3.7576 -4.1460
C 5.9429 1.2775 0.3139
C 6.6655 0.9731 -0.9734
O 7.8937 1.7336 -1.1112
C 8.9267 1.2894 -0.4211
O 8.9744 0.3061 0.2738
O 9.9450 2.1490 -0.5895
C 11.1177 1.8166 0.1499
H 5.7390 2.3460 0.3936
H 4.9882 0.7531 0.3217
H 6.5266 0.9710 1.1829
H 6.0672 1.2714 -1.8306
H 6.9000 -0.0864 -1.0696
H 11.4400 0.8003 -0.0689
H 10.9362 1.9126 1.2199
H 11.8752 2.5289 -0.1651
C -4.6183 2.7557 3.5570
C -5.3651 2.3385 2.3092
O -5.8655 0.9912 2.4109
C -6.9358 0.8298 3.1728
O -7.5437 1.6904 3.7582
O -7.2426 -0.4715 3.1916
C -8.3641 -0.8004 4.0105
H -3.8158 2.0486 3.7680
H -4.1787 3.7417 3.4073
H -5.2849 2.7975 4.4175
H -4.6861 2.3206 1.4594
H -6.1879 3.0170 2.0855
H -9.2349 -0.2115 3.7293
H -8.1341 -0.6254 5.0607
H -8.5506 -1.8565 3.8399

---

No. 5
54
Properties=species:S:1:pos:R:3 method="wB97M-V/def2-TZVPD" total_charge=-2 homo_energy_ha=0.041 e_lumo_ev=3.40 orbital_gap_ev=2.3
Rb -1.3869 2.2386 -0.3029
P -1.9585 5.3680 -0.1685
O -1.9196 6.7355 -0.8325
O -2.6749 5.3705 1.1808
O -0.4608 4.8437 0.0791
O -2.6605 4.3081 -1.1256
C 3.3816 -3.7232 0.8572
C 1.8991 -3.3479 0.7418
C 1.5688 -2.3780 1.8581
C 0.2333 -1.6962 1.6421
C 0.2021 -0.9566 0.3034
C 0.5735 -1.8450 -0.8874
N 1.7041 -2.6988 -0.5363
O 1.9395 -3.6212 -1.5954
C -0.6617 -2.6336 -1.3694
C 1.0171 -0.9285 -2.0292
C 1.0920 -4.6395 0.9246
H 3.6374 -4.5008 0.1369
H 3.6398 -4.0088 1.8757
H 3.9862 -2.8431 0.6083
H 1.6163 -2.8835 2.8263
H 2.3325 -1.5894 1.9137
H -0.0112 -1.0236 2.4656
H -0.5733 -2.4415 1.6306
H 0.7886 -0.0351 0.2773
H -0.8454 -0.6324 0.2830
H -0.4769 -3.0852 -2.3475
H -0.9135 -3.4588 -0.7004
H -1.5363 -1.9911 -1.4660
H 0.2154 -0.2404 -2.3057
H 1.8572 -0.2989 -1.7192
H 1.3419 -1.5001 -2.8987
H 1.2997 -5.3344 0.1091
H 0.0179 -4.4545 0.9214
H 1.3676 -5.1162 1.8663
H 2.8200 -3.3929 -1.9085
C -6.0299 2.3328 -1.6116
C -4.7563 1.5796 -1.2602
O -3.7032 2.1349 -2.0450
H -6.1109 2.4349 -2.6929
H -5.9971 3.3245 -1.1597
H -6.9459 1.8228 -1.2731
H -4.8144 0.5236 -1.5522
H -4.4706 1.6541 -0.2040
H -3.4593 3.0891 -1.7154
C 3.4713 2.6981 1.4479
C 2.3859 3.7568 1.6646
O 1.1271 3.2507 1.4208
H 4.4087 2.9701 1.9429
H 3.6534 2.5087 0.3852
H 3.1173 1.7447 1.8583
H 2.5803 4.6316 1.0274
H 2.4769 4.1319 2.7015
H 0.6147 3.8458 0.7572

---

No. 6
51
Properties=species:S:1:pos:R:3 method="wB97M-V/def2-TZVPD" homo_energy_ha="-0.233 / -0.284" e_lumo_ev="0.01 / -1.01" orbital_gap_ev="6.3 / 6.7" multiplicity=5
Os 0.0374 -0.0682 1.7167
Cl 2.1356 0.2217 0.6566
Cl 0.2507 -2.3555 1.1921
H -1.3921 0.2955 1.1191
H 0.5245 1.3568 2.1613
P 0.0285 0.1958 -1.8083
C 1.6821 -0.3699 -2.5984
C -1.1371 -0.5917 -3.0194
C 0.0158 1.9870 -2.5171
C 2.3174 -1.5779 -1.8861
H 2.3008 0.5205 -2.3681
C 1.7528 -0.6832 -4.0936
H 1.2591 -1.6403 -4.3174
H 2.8230 -0.8023 -4.3212
H 1.3375 0.0874 -4.7521
H 2.3793 -1.3931 -0.8028
H 3.3407 -1.6563 -2.2853
H 1.7666 -2.5183 -2.0627
H 0.9823 2.3143 -2.0905
C -1.0818 2.8530 -1.8592
C 0.0169 2.2363 -4.0404
H 1.0277 2.2382 -4.4762
H -0.4105 3.2356 -4.2166
H -0.5921 1.5093 -4.5945
H -0.9484 2.8956 -0.7682
H -2.1041 2.5040 -2.0911
H -0.9578 3.8721 -2.2645
C -1.2083 -2.0999 -2.7499
H -0.7225 -0.4423 -4.0316
C -2.5293 0.0397 -2.9803
H -0.2688 -2.6153 -3.0012
H -2.0192 -2.4856 -3.3851
H -1.4473 -2.3234 -1.6979
H -2.9188 0.1278 -1.9554
H -3.1912 -0.6380 -3.5381
H -2.5532 1.0339 -3.4482
C 0.2195 -0.8861 6.8374
N -0.4277 -0.1878 5.7281
C -1.6260 0.5896 6.0870
C 0.0331 -0.3171 4.4765
C 1.4085 -0.8297 4.1763
O -0.7135 0.1022 3.5186
H -0.4869 -0.9328 7.6697
H 1.1139 -0.3718 7.2062
H 0.4639 -1.9142 6.5450
H -1.4125 1.6726 6.1230
H -2.4601 0.3583 5.4139
H -1.9191 0.2893 7.0988
H 1.8092 -0.3940 3.2110
H 2.0552 -0.4886 5.0021
H 1.4463 -1.9532 4.0822